No. 1
{
  "formula": "C11H23N2S",
  "method": "ωB97M-V/def2-TZVPD",
  "species": ["C", "C", "C", "C", "C", "C", "C", "C", "C", "C", "C", "N", "N", "S", "H", "H", "H", "H", "H", "H", "H", "H", "H", "H", "H", "H", "H", "H", "H", "H", "H", "H", "H", "H", "H", "H", "H"],
  "xyz": [[2.54, 1.20, 0.62], [2.38, -1.10, 0.22], [1.21, 1.56, 0.03], [1.10, -0.84, -0.50], [-2.07, -0.37, 0.27], [-0.96, 0.57, -0.37], [-1.78, -1.45, 1.34], [-0.95, 1.13, -1.79], [-4.73, -0.22, 0.14], [4.66, 0.06, -0.01], [-3.35, -0.72, -0.55], [3.18, 0.06, -0.07], [0.37, 0.30, 0.12], [-2.00, 1.38, 0.88], [3.24, 2.00, 0.64], [2.28, 0.99, 1.65], [2.33, -1.16, 1.28], [2.90, -2.08, -0.17], [0.65, 2.36, 0.66], [1.44, 2.03, -0.97], [1.48, -0.48, -1.55], [0.37, -1.68, -0.52], [-2.64, -1.40, 2.05], [-0.86, -1.27, 1.87], [-1.71, -2.38, 0.83], [-0.01, 0.88, -2.26], [-1.16, 2.28, -1.78], [-1.96, 0.76, -2.29], [-4.48, 0.81, 0.55], [-4.76, -0.70, 1.15], [-5.59, -0.39, -0.41], [5.02, -0.82, -0.74], [5.20, 0.89, -0.42], [5.05, -0.24, 1.02], [-3.25, -0.35, -1.53], [-3.44, -1.77, -0.62], [0.31, 0.16, 1.18]],
  "spin_multiplicity": 3,
  "charge": 1,
  "total_energy_ev": -25582.0218,
  "lumo_ev": [-2.41, -6.61],
  "gap_ev": [5.97, 5.72],
  "s2": 2.00
}



No. 2
{
  "formula": "CH4O2S",
  "method": "ωB97M-V/def2-TZVPD",
  "species": ["O", "C", "O", "H", "H", "S", "H", "H"],
  "xyz": [[-0.63, -2.29, 0.01], [-0.94, -1.39, 0.76], [-1.14, -0.19, 0.04], [-1.36, -1.62, 1.65], [-0.43, -0.47, -0.63], [0.91, 1.70, -0.66], [1.42, 2.95, -0.42], [2.18, 1.31, -0.75]],
  "charge": 0,
  "smiles": "O=CO.S",
  "total_energy_ev": -16030.6881,
  "lumo_ev": 0.65,
  "gap_ev": 10.50,
  "relative_energy_ev": 1.387
}



No. 3
{
  "formula": "C31H47ClInO2P2",
  "method": "ωB97M-V/def2-TZVPD",
  "species": ["In", "C", "C", "C", "C", "C", "C", "H", "H", "H", "C", "H", "H", "H", "C", "H", "H", "H", "C", "H", "H", "H", "C", "H", "H", "H", "C", "C", "C", "C", "C", "C", "C", "C", "H", "H", "H", "H", "H", "H", "H", "H", "H", "H", "H", "H", "P", "P", "C", "C", "H", "H", "H", "H", "C", "H", "H", "H", "C", "H", "H", "H", "C", "H", "H", "H", "C", "H", "H", "H", "Cl", "C", "C", "C", "C", "C", "C", "C", "O", "O", "H", "H", "H", "H"],
  "xyz": [[-0.53, 0.35, 0.71], [-0.45, -2.88, 2.55], [0.90, -3.02, 2.15], [0.82, -1.47, 3.85], [-0.50, -1.91, 3.60], [1.69, -2.15, 2.96], [-1.61, -3.64, 2.03], [-1.40, -4.06, 1.04], [-2.50, -3.00, 1.96], [-1.87, -4.48, 2.70], [-1.70, -1.50, 4.35], [-2.61, -1.87, 3.87], [-1.78, -0.40, 4.42], [-1.67, -1.89, 5.38], [1.23, -0.54, 4.92], [1.25, -1.05, 5.90], [0.53, 0.30, 5.00], [2.23, -0.13, 4.73], [3.16, -2.02, 2.92], [3.64, -2.62, 3.70], [3.47, -0.98, 3.07], [3.57, -2.36, 1.95], [1.42, -3.95, 1.12], [1.78, -4.89, 1.57], [2.26, -3.51, 0.57], [0.64, -4.22, 0.40], [-1.73, 0.60, -4.87], [-1.74, -0.74, -4.73], [-1.01, -1.69, -5.63], [0.44, -1.26, -5.99], [1.19, -0.56, -4.89], [1.35, 0.78, -4.83], [0.50, 1.79, -5.54], [-0.95, 1.36, -5.91], [-1.56, -1.82, -6.58], [0.42, -0.67, -6.92], [-0.98, -2.68, -5.16], [-0.95, 0.85, -6.89], [-2.45, 1.22, -4.32], [-2.49, -1.22, -4.09], [-1.50, 2.30, -6.07], [0.44, 2.69, -4.91], [2.27, 1.19, -4.38], [0.99, 2.12, -6.47], [0.99, -2.19, -6.24], [1.79, -1.22, -4.25], [-1.33, -0.10, -1.52], [1.70, 1.00, -0.52], [-0.41, 1.21, -2.42], [0.87, 1.91, -1.87], [-1.14, 1.97, -2.73], [-0.13, 0.64, -3.30], [1.60, 2.03, -2.68], [0.61, 2.92, -1.51], [2.70, 2.16, 0.41], [3.32, 1.60, 1.13], [2.06, 2.85, 0.98], [3.35, 2.72, -0.28], [2.74, -0.31, -1.20], [3.49, 0.13, -1.87], [2.16, -1.07, -1.73], [3.26, -0.80, -0.35], [-3.11, 0.01, -1.75], [-3.57, -0.92, -1.41], [-3.35, 0.19, -2.80], [-3.50, 0.84, -1.14], [-0.68, -1.75, -1.91], [0.26, -1.96, -1.39], [-0.53, -1.85, -2.99], [-1.42, -2.49, -1.58], [-1.55, 5.69, 7.33], [-1.35, 4.51, 6.11], [-2.49, 3.90, 5.54], [-2.33, 3.01, 4.48], [-1.04, 2.70, 4.02], [0.09, 3.27, 4.62], [-0.06, 4.18, 5.67], [-0.87, 1.78, 2.86], [-1.88, 1.36, 2.20], [0.32, 1.41, 2.53], [-3.48, 4.15, 5.92], [-3.18, 2.54, 4.00], [1.08, 3.00, 4.25], [0.80, 4.63, 6.14]],
  "charge": 1,
  "total_energy_ev": -73270.0594,
  "lumo_ev": [-2.74, -3.00],
  "gap_ev": [6.27, 5.38],
  "relative_energy_ev": 0.692
}